39
Properties=species:S:1:pos:R:3 method="wB97M-V/def2-TZVPD" largest_force_ev_per_a=2.3 homo_lumo_gap_ha=0.3238 e_tot_ev=-71157.8514
Cl -4.3048 -1.4634 1.9713
B -2.8811 -0.4087 1.6959
Cl -3.2023 1.2484 1.0411
Cl -1.7640 -0.3219 3.1825
O -1.9330 -1.1887 0.5067
C -0.6431 -0.9656 0.5627
C 0.1461 -2.1080 -0.0981
C 1.4623 -1.8688 -0.4826
C 2.2017 -2.8640 -1.0818
C 1.6096 -4.1197 -1.2841
Cl 2.5348 -5.3558 -2.0426
C 0.3031 -4.4013 -0.8499
C -0.4403 -3.3991 -0.2568
H -0.1168 -0.6679 1.5276
H 1.8502 -0.8365 -0.3209
H 3.2556 -2.6812 -1.3539
H -0.1005 -5.4092 -0.9484
H -1.4672 -3.5805 0.1006
C -0.4582 -0.1907 -2.5105
C -0.5834 0.9136 -1.4946
C -0.5636 2.2888 -2.1176
N -0.4640 0.6860 -0.2033
C 0.0934 1.6544 0.7101
C 1.0297 1.2531 1.6777
C 1.4909 2.1225 2.6672
C 1.1376 3.4752 2.6342
C 0.3747 3.9338 1.5574
C -0.2153 3.0380 0.6672
H -0.7628 0.2097 -3.4804
H 0.6092 -0.4564 -2.5254
H -1.0669 -1.0641 -2.2632
H -0.4683 2.2548 -3.2181
H -1.4744 2.8743 -1.9980
H 0.3048 2.8532 -1.7921
H 1.4283 0.2516 1.6868
H 2.1863 1.7253 3.4196
H 1.5282 4.1497 3.4102
H 0.2669 5.0023 1.3841
H -0.9037 3.4169 -0.0806


42
Properties=species:S:1:pos:R:3 method="wB97M-V/def2-TZVPD" largest_force_ev_per_a=1.3 homo_lumo_gap_ha="0.2943 / 0.2628" s2=3.78 spin_multiplicity=4 e_tot_ev=-180680.6108
Tc -0.5794 1.7705 1.0945
N -2.0052 2.3786 2.6654
C -1.9380 3.8600 2.7206
C -0.4624 4.2502 2.6751
O -0.0076 5.1207 3.3886
N 0.2448 3.4603 1.8165
C 1.6572 3.2730 2.0894
C 1.8173 1.8415 2.6876
O 2.8019 1.5258 3.3097
O 0.7922 1.0722 2.4143
H -2.9563 2.0741 2.4876
H -1.7125 1.9871 3.5572
H -2.3962 4.2676 3.6189
H -2.4348 4.2618 1.8397
H 2.0356 4.0101 2.7921
H 2.2438 3.3006 1.1678
Se -1.5245 -0.6914 0.7987
P 0.0275 -0.7935 -0.7403
Se 1.0778 1.1332 -0.7587
C -0.8042 -1.0829 -2.3354
C -0.6217 -0.2039 -3.3953
C -1.3505 -0.3748 -4.5634
C -2.2563 -1.4178 -4.6707
C -2.4333 -2.3000 -3.6129
C -1.7163 -2.1311 -2.4418
C 1.1674 -2.1511 -0.3420
C 2.5287 -1.9118 -0.2035
C 3.3696 -2.9438 0.1845
C 2.8534 -4.2059 0.4327
C 1.4926 -4.4437 0.2916
C 0.6455 -3.4174 -0.0869
H 0.0788 0.6149 -3.3033
H -1.2152 0.3191 -5.3824
H -2.8345 -1.5402 -5.5773
H -3.1434 -3.1125 -3.6945
H -1.8819 -2.7981 -1.6062
H 2.9246 -0.9216 -0.3855
H 4.4276 -2.7546 0.3076
H 3.5105 -5.0052 0.7494
H 1.0875 -5.4269 0.4916
H -0.4191 -3.5959 -0.1628
Cl -2.0913 2.7027 -0.3181


40
Properties=species:S:1:pos:R:3 method="wB97M-V/def2-TZVPD" largest_force_ev_per_a=13.8 homo_lumo_gap_ha=0.2405 e_tot_ev=-42018.1192
N 2.0120 3.5121 1.5707
H 2.8069 3.0154 0.9866
H 1.9074 4.2507 0.9691
C 0.9041 2.6897 1.3908
C 1.1714 1.4951 1.9278
C 0.3069 1.0321 3.2011
C 0.4188 -0.1703 3.8592
C 1.6663 -1.1319 3.2085
C 2.4723 -0.6975 2.2039
C 2.1334 0.5322 1.6083
H 2.9133 0.7243 0.9648
H 3.3223 -1.3617 1.8872
H 1.6873 -1.9785 3.5532
H -0.0671 -0.7131 4.6081
H -0.3335 1.6118 3.4534
C 0.4468 2.4595 0.1162
O 1.0408 2.8309 -1.0083
N -0.7035 1.7567 -0.0478
C -1.1102 1.1318 -1.4325
H -1.3511 2.1086 -1.9096
C -2.2714 0.3614 -1.2934
O -3.4132 0.3466 -0.4737
N -1.6870 -0.7249 -1.8960
C -1.8631 -2.0344 -1.9115
C -0.3879 -2.8312 -2.1871
Cl -0.6622 -4.4932 -2.3582
C 0.6105 -1.9551 -2.0362
H 1.4202 -2.8731 -1.3079
H 1.1154 -1.9783 -2.8322
C 0.5482 -0.6814 -1.3324
C -0.3614 0.0010 -2.0770
H -0.0654 0.3384 -3.1962
H 1.5855 -0.2290 -1.4261
H 0.3430 -0.6384 -0.3422
C -3.1760 -2.5353 -2.2135
O -3.3938 -3.9279 -1.8658
O -3.9201 -1.7108 -2.7882
H -5.1025 -2.1172 -2.4772
H -1.1186 1.3984 0.7660
H 0.1552 3.1868 2.1381


37
Properties=species:S:1:pos:R:3 method="wB97M-V/def2-TZVPD" largest_force_ev_per_a=0.5 homo_lumo_gap_ha=0.3133 e_tot_ev=-37006.5202
C -5.7623 -2.6992 0.0467
H -5.4834 -2.8963 -0.9939
O -5.8763 -1.3214 0.3002
C -4.7699 -0.5381 0.1365
C -4.9384 0.8234 0.4004
C -3.8858 1.6972 0.2698
C -2.6262 1.2441 -0.1303
C -2.4589 -0.1066 -0.3943
C -3.5219 -0.9904 -0.2627
H -3.3482 -2.0331 -0.4774
H -1.5083 -0.5063 -0.7115
O -1.6627 2.2111 -0.2446
C -0.3387 1.8361 -0.5277
C 0.3640 1.2134 0.6929
N 1.6087 0.5891 0.3238
C 2.8099 1.0583 0.7285
O 2.9426 2.0578 1.4033
C 3.9951 0.2809 0.2354
C 5.0957 1.0239 -0.1856
C 6.2446 0.4085 -0.6432
C 6.3189 -0.9744 -0.6695
C 5.2490 -1.7332 -0.2303
C 4.0955 -1.1078 0.2168
Cl 2.8111 -2.1205 0.8004
H 5.3041 -2.8108 -0.2278
H 7.2126 -1.4673 -1.0207
H 7.0822 1.0041 -0.9716
H 5.0231 2.0998 -0.1380
H 1.5659 -0.2420 -0.2447
H 0.5934 1.9901 1.4252
H -0.2996 0.4753 1.1560
H -0.2972 1.1442 -1.3807
H 0.1663 2.7623 -0.8133
H -4.0101 2.7490 0.4707
H -5.9116 1.1696 0.7092
H -5.0342 -3.1732 0.7136
H -6.7492 -3.1174 0.2386